Record 1
6
Properties=species:S:1:pos:R:3:forces:R:3 method="wB97M-V/def2-TZVPD" charge=+1 e_homo_ev="-12.494 / -14.592" spin_multiplicity=3 gap_ev="7.641 / 7.943" e_above_lowest_ev=0.000 lumo_ev="-4.85 / -6.65"
H 0.312407 -0.401262 0.440856 -0.1 -0.7 0.6
O -1.293597 -0.275327 2.222028 2.3 0.0 -0.7
C -0.187783 -0.065170 1.868930 -2.4 -0.1 -1.1
Li 0.466588 0.447948 -1.749575 -0.3 0.8 -0.6
Pt 1.169424 -1.460620 -0.779604 -0.1 -0.2 0.9
H 0.573889 0.606479 2.230135 0.6 0.2 0.7

Record 2
7
Properties=species:S:1:pos:R:3:forces:R:3 method="wB97M-V/def2-TZVPD" e_homo_ev=-9.450 spin_multiplicity=1 gap_ev=10.280 e_above_lowest_ev=4.830 lumo_ev=0.83
C 0.029121 0.730992 -0.097126 0.0 -0.3 -1.7
N 0.956703 -0.292781 -0.299189 0.4 -0.2 2.5
N -0.833556 -0.179238 0.473523 -1.8 0.5 1.0
O 0.035953 1.854563 -0.483361 -0.4 0.8 0.4
O 0.119104 -1.222554 0.384498 -0.4 -0.8 0.2
H 1.371278 -0.698492 -1.091845 0.2 0.0 -1.4
H -1.678603 -0.192490 1.113500 2.0 0.0 -0.9

Record 3
7
Properties=species:S:1:pos:R:3:forces:R:3 method="wB97M-V/def2-TZVPD" e_homo_ev="-9.472 / -9.913" spin_multiplicity=1 gap_ev="9.284 / 9.929" e_above_lowest_ev=7.961 lumo_ev="-0.19 / 0.02"
C -2.297405 -0.141197 0.542901 -2.9 -0.8 -1.3
N 2.336531 0.121110 -0.099376 -1.0 1.4 -2.0
N 0.242860 0.525837 -0.661899 -4.5 0.8 -2.1
O -3.186945 -0.377950 -0.146456 2.0 0.5 1.7
O 1.019760 -0.043912 0.116965 1.9 -1.9 2.8
H -0.973683 0.187679 -0.411938 5.2 0.9 -0.3
H 2.858884 -0.271568 0.659802 -0.7 -0.8 1.2

Record 4
7
Properties=species:S:1:pos:R:3:forces:R:3 method="wB97M-V/def2-TZVPD" e_homo_ev=-8.476 spin_multiplicity=1 gap_ev=8.987 e_above_lowest_ev=6.083 lumo_ev=0.51
C -1.886762 -0.138689 -0.027042 -0.3 1.2 1.1
N -0.944866 -0.954075 0.223183 -1.0 2.6 -0.4
N -0.121885 0.086368 0.848930 -0.6 -0.4 1.8
O -2.792956 0.617365 -0.116472 1.7 -1.6 -0.2
O 0.718585 0.775742 -0.041957 -2.4 2.6 -0.1
H -0.644164 -1.780320 -0.176982 0.6 -2.1 -1.1
H 0.227782 1.694453 0.084170 2.1 -2.3 -1.0

Record 5
7
Properties=species:S:1:pos:R:3:forces:R:3 method="wB97M-V/def2-TZVPD" e_homo_ev=-9.947 spin_multiplicity=1 gap_ev=9.886 e_above_lowest_ev=3.075 lumo_ev=-0.06
C 0.244253 0.387838 0.884071 -2.6 -2.7 -2.7
N 0.009506 -0.393708 -1.327105 2.3 -1.3 -1.5
N 0.878135 -0.352121 -0.443077 -2.8 0.8 0.6
O 1.024149 0.979792 1.471659 1.9 1.9 2.4
O -1.126237 0.230112 1.216202 4.7 1.4 2.4
H 0.516138 -0.839811 -2.259917 -1.4 1.2 2.5
H -1.545942 -0.012102 0.458168 -2.2 -1.4 -3.7

Record 6
7
Properties=species:S:1:pos:R:3:forces:R:3 method="wB97M-V/def2-TZVPD" e_homo_ev="-9.550 / -9.550" spin_multiplicity=1 gap_ev="8.411 / 8.414" e_above_lowest_ev=7.314 lumo_ev="-1.14 / -1.14"
C -0.304081 -0.865545 0.179751 0.1 -1.2 0.0
N 0.820841 -0.824532 -0.393674 0.3 -1.2 -0.6
N -0.124161 1.414871 0.298679 0.7 -0.4 -1.4
O -0.623599 0.289153 0.842142 -0.5 1.0 -0.3
O 1.372694 0.232805 -0.651602 -0.1 2.5 0.3
H -0.657756 -1.853162 0.429052 -0.8 0.5 0.4
H -0.483937 1.606411 -0.704348 0.3 -1.2 1.6

Record 7
8
Properties=species:S:1:pos:R:3:forces:R:3 method="wB97M-V/def2-TZVPD" e_homo_ev="-8.536 / -8.533" spin_multiplicity=1 gap_ev="7.437 / 7.424" e_above_lowest_ev=6.710 lumo_ev="-1.10 / -1.11"
C 1.582872 -0.230184 0.653760 0.9 -0.9 -2.5
N -2.418802 0.265666 -1.333058 -0.3 -2.1 -1.8
N -2.189020 0.943458 -0.503306 -0.3 1.4 0.4
O -2.031319 1.779440 0.300569 0.6 0.7 1.4
O 0.596095 -0.936032 0.321911 1.0 0.6 0.5
S 0.560666 -2.079198 -0.883300 0.0 -0.7 -0.7
H 2.596563 -0.206875 0.078304 -2.0 -0.5 1.1
H 1.302943 0.463726 1.365120 0.0 1.5 1.7

Record 8
8
Properties=species:S:1:pos:R:3:forces:R:3 method="wB97M-V/def2-TZVPD" e_homo_ev=-9.569 spin_multiplicity=1 gap_ev=9.045 e_above_lowest_ev=4.780 lumo_ev=-0.52
C 0.643756 -0.497337 -0.540417 1.9 -0.3 1.1
N 0.013167 0.325706 -1.365053 -3.0 0.9 -0.3
N -0.847165 1.058524 -1.558663 2.7 -2.0 -0.5
O -0.709503 -0.639409 2.142524 1.4 1.7 -1.1
O -1.049107 1.279137 0.615065 0.5 0.5 1.6
S -0.094035 0.516389 1.435165 -2.2 -1.5 0.6
H 0.323887 -1.461440 -0.192670 -1.4 -0.2 -0.7
H 1.719000 -0.581570 -0.535952 0.3 0.9 -0.6